Record 1
Formula: C32H56Cl16O12
Source: the Open Molecules 2025 dataset
Level of theory: the ωB97M-V functional and the def2-TZVPD basis

As for the orbital gap: 10.9 eV. The value obtained for the energy above the lowest of the compared OMol25 structures with the same formula, charge and spin is 0.0 kJ/mol. For the HOMO energy, the calculation gives -10.626 eV. The value obtained for the LUMO energy is 0.23 eV.

```
116
C32H56Cl16O12 (the ωB97M-V functional and the def2-TZVPD basis)
C -3.695 4.001 3.007
C -3.614 2.836 2.027
C -4.540 3.008 0.859
O -3.687 3.453 -0.221
C -2.429 3.183 0.135
O -1.525 3.215 -0.663
O -2.264 2.799 1.389
H -2.966 4.056 3.839
H -4.700 3.961 3.464
H -3.625 4.958 2.420
H -3.740 1.890 2.535
H -5.245 3.777 0.975
H -4.944 2.004 0.551
C 5.063 0.409 0.437
C 4.447 1.714 0.095
C 4.843 2.234 -1.331
O 3.772 1.813 -2.132
C 2.713 1.469 -1.376
O 1.659 1.066 -1.807
O 3.013 1.511 -0.097
H 4.429 0.067 1.212
H 6.103 0.548 0.726
H 4.940 -0.341 -0.393
H 4.514 2.435 0.867
H 5.805 1.814 -1.693
H 4.945 3.339 -1.419
C 0.839 6.007 -2.132
C 1.233 5.605 -0.732
C 1.517 4.116 -0.575
O 2.560 4.128 0.437
C 3.189 5.359 0.399
O 4.205 5.629 0.987
O 2.518 6.202 -0.401
H -0.017 5.407 -2.414
H 1.587 5.609 -2.829
H 0.756 7.050 -2.305
H 0.553 5.986 0.000
H 1.900 3.682 -1.520
H 0.665 3.526 -0.279
C 0.134 -0.308 2.666
C 0.211 -0.260 1.169
C 1.189 -1.227 0.496
O 0.272 -2.211 -0.106
C -1.008 -1.818 -0.092
O -1.813 -2.389 -0.728
O -1.130 -0.680 0.634
H -0.707 0.285 3.009
H 1.066 -0.065 3.216
H -0.032 -1.322 3.107
H 0.362 0.812 0.895
H 1.886 -1.790 1.192
H 1.776 -0.723 -0.226
Cl -0.651 4.784 5.258
C 0.338 4.354 3.760
C 0.676 2.878 3.681
Cl 1.822 2.267 4.943
H 1.234 4.969 3.794
H -0.272 4.630 2.862
H 1.153 2.641 2.751
H -0.314 2.350 3.755
Cl -2.704 0.092 -3.570
C -1.146 0.823 -3.104
C -0.910 2.240 -3.630
Cl -0.752 2.240 -5.441
H -0.306 0.208 -3.562
H -1.040 0.834 -2.041
H 0.070 2.615 -3.371
H -1.735 2.937 -3.433
Cl -3.833 -3.192 5.299
C -4.075 -2.587 3.630
C -3.838 -1.084 3.520
Cl -4.959 0.075 4.309
H -5.039 -2.877 3.402
H -3.369 -3.165 2.939
H -3.827 -0.750 2.491
H -2.894 -0.792 3.970
Cl 2.290 -1.337 -4.147
C 2.499 -3.098 -3.753
C 2.690 -3.345 -2.264
Cl 4.294 -2.747 -1.622
H 3.373 -3.458 -4.369
H 1.639 -3.676 -4.092
H 2.731 -4.361 -1.991
H 1.963 -2.849 -1.653
Cl -5.605 -4.231 -0.041
C -5.335 -3.032 -1.336
C -4.985 -1.670 -0.800
Cl -6.303 -0.928 0.196
H -6.296 -3.018 -1.869
H -4.481 -3.381 -1.908
H -4.851 -1.020 -1.691
H -4.176 -1.809 -0.101
Cl -1.176 -4.753 -3.812
C -1.335 -3.095 -4.505
C -1.387 -3.168 -6.025
Cl 0.186 -3.452 -6.787
H -0.440 -2.557 -4.156
H -2.172 -2.635 -4.044
H -1.658 -2.204 -6.392
H -2.087 -3.909 -6.339
Cl -0.395 -7.097 -0.193
C -0.970 -6.034 1.031
C 0.056 -5.019 1.503
Cl -0.627 -3.913 2.742
H -1.366 -6.641 1.855
H -1.837 -5.435 0.661
H 0.387 -4.385 0.704
H 0.886 -5.572 2.030
Cl 3.451 -5.155 0.749
C 4.954 -4.348 1.150
C 4.743 -3.123 2.082
Cl 3.829 -3.655 3.555
H 5.503 -4.008 0.291
H 5.662 -4.992 1.701
H 4.056 -2.432 1.672
H 5.682 -2.775 2.485
```

Record 2
Formula: C32H56FN6O8PS
Source: the Open Molecules 2025 dataset
Level of theory: the ωB97M-V functional and the def2-TZVPD basis

As for the orbital gap: 7.6 eV. For the HOMO energy, the calculation gives -8.848 eV. The value obtained for the LUMO energy is -1.23 eV.

```
105
C32H56FN6O8PS (the ωB97M-V functional and the def2-TZVPD basis)
C 4.167 -4.482 2.553
C 3.041 -5.195 3.391
C 1.613 -4.512 3.329
C 1.613 -2.916 3.314
C 0.855 -2.447 2.018
C -0.593 -2.603 2.037
C -1.485 -2.191 0.900
N -2.850 -2.365 1.076
C -3.509 -1.912 -0.028
C -5.087 -1.999 0.053
C -5.590 -1.002 1.170
F -6.911 -0.576 0.926
C -2.876 -1.358 -1.260
P -3.900 -0.794 -2.740
O -4.940 -1.976 -3.289
O -4.714 0.629 -2.419
S -2.686 -0.397 -4.220
N -1.531 -1.205 -1.408
C -0.832 -1.613 -0.290
C 0.664 -1.460 -0.327
C 1.504 -1.859 0.787
C 3.060 -1.710 0.708
C 3.550 -0.316 0.150
C 5.104 -0.195 0.518
C 6.045 -0.191 -0.728
O 6.984 -0.965 -0.767
O 5.817 0.722 -1.749
C 7.087 1.252 -2.261
C 7.461 0.360 -3.539
H 3.860 -4.170 1.524
H 4.442 -3.536 3.117
H 5.116 -5.095 2.550
H 2.915 -6.227 2.936
H 3.362 -5.396 4.457
H 1.014 -4.884 2.454
H 1.075 -4.818 4.277
H 0.970 -2.566 4.176
H 2.615 -2.442 3.452
H -1.085 -3.025 2.956
H -5.587 -1.890 -0.941
H -5.300 -3.047 0.416
H -5.560 -1.547 2.159
H -4.842 -0.170 1.253
H -4.608 -2.874 -3.103
H -4.632 1.117 -3.270
H 1.122 -1.020 -1.253
H 3.406 -2.491 -0.037
H 3.545 -1.895 1.703
H 3.412 -0.215 -0.959
H 3.037 0.560 0.648
H 5.446 -1.051 1.168
H 5.326 0.737 1.116
H 7.894 1.242 -1.487
H 6.864 2.303 -2.577
H 7.043 -0.664 -3.343
H 6.967 0.850 -4.416
H 8.578 0.302 -3.622
C -6.926 2.848 -1.644
N -6.338 3.977 -2.339
C -6.886 5.199 -2.578
C -8.282 5.458 -2.073
O -6.249 6.047 -3.185
H -6.288 2.597 -0.794
H -6.955 1.999 -2.328
H -7.931 3.062 -1.291
H -5.403 3.878 -2.706
H -8.577 6.471 -2.340
H -8.984 4.760 -2.533
H -8.313 5.363 -0.986
C -4.125 -1.815 -7.282
N -2.896 -2.576 -7.392
C -2.096 -2.735 -8.479
C -2.501 -2.049 -9.759
O -1.085 -3.417 -8.401
H -3.990 -1.060 -6.506
H -4.924 -2.496 -6.982
H -4.393 -1.331 -8.218
H -2.562 -3.063 -6.573
H -1.767 -2.270 -10.531
H -3.474 -2.415 -10.091
H -2.535 -0.968 -9.612
C 1.595 5.023 2.449
N 1.898 3.626 2.213
C 3.082 2.985 2.376
C 4.258 3.786 2.863
O 3.167 1.784 2.128
H 0.800 5.084 3.195
H 1.238 5.463 1.516
H 2.462 5.576 2.800
H 1.157 3.024 1.884
H 5.127 3.136 2.945
H 4.489 4.586 2.157
H 4.043 4.200 3.850
C 1.317 0.395 6.374
N 2.375 1.308 5.995
C 2.665 2.528 6.520
C 1.802 3.038 7.645
O 3.604 3.174 6.077
H 1.768 -0.550 6.682
H 0.683 0.217 5.502
H 0.710 0.786 7.186
H 2.996 1.036 5.246
H 2.159 4.019 7.954
H 0.767 3.136 7.311
H 1.860 2.363 8.501
```

Record 3
Formula: C32H56HgN4O2S3
Source: the Open Molecules 2025 dataset
Level of theory: the ωB97M-V functional and the def2-TZVPD basis

The charge is -1. As for the orbital gap (alpha / beta): 6.1 / 4.9 eV. The value obtained for the energy above the lowest of the compared OMol25 structures with the same formula, charge and spin is 31.0 kJ/mol. Its spin multiplicity is 2. For the HOMO energy (alpha / beta), the calculation gives -3.686 / -3.686 eV. The value obtained for the LUMO energy (alpha / beta) is 2.37 / 1.21 eV.

```
98
C32H56HgN4O2S3 (the ωB97M-V functional and the def2-TZVPD basis)
Hg -0.617 -0.496 -0.307
C 2.554 2.499 -0.436
C 2.468 2.504 -1.842
C 1.177 3.096 -2.139
C 0.694 3.609 -0.912
C 1.486 3.223 0.156
C 1.232 3.454 1.632
C -0.310 3.528 1.895
C 1.909 2.286 2.421
C 1.884 4.789 2.066
C 0.346 3.277 -3.407
C -1.130 3.322 -2.980
C 0.540 2.141 -4.449
C 0.720 4.663 -4.071
C 3.512 1.901 -2.760
C 3.948 2.924 -3.829
C 3.109 0.522 -3.380
C 4.741 1.654 -1.864
H 3.369 2.027 0.107
H -0.183 4.204 -0.820
H -0.732 2.557 1.739
H -0.771 4.275 1.237
H -0.468 3.787 2.949
H 1.452 1.336 2.284
H 1.984 2.511 3.491
H 2.920 2.144 1.981
H 1.543 5.602 1.401
H 2.984 4.676 1.963
H 1.623 5.027 3.088
H -1.484 2.385 -2.542
H -1.773 3.460 -3.859
H -1.328 4.162 -2.349
H 0.250 1.209 -3.988
H 1.572 2.035 -4.736
H -0.056 2.316 -5.350
H 0.422 5.432 -3.399
H 0.134 4.803 -4.984
H 1.774 4.768 -4.309
H 3.283 3.008 -4.686
H 4.941 2.696 -4.208
H 4.014 3.906 -3.354
H 2.711 0.586 -4.385
H 2.430 -0.011 -2.762
H 3.998 -0.104 -3.351
H 4.991 2.576 -1.358
H 5.586 1.286 -2.464
H 4.510 0.910 -1.084
N -4.749 -0.368 -2.652
C -3.818 -1.227 -2.146
S -2.184 -1.210 -2.668
N -4.366 -2.085 -1.160
N -3.446 -2.838 -0.643
C -3.729 -3.862 0.079
C -2.572 -4.597 0.647
C -2.626 -5.068 1.983
C -1.489 -5.650 2.492
C -0.344 -5.749 1.716
C -0.369 -5.259 0.395
N -1.428 -4.652 -0.094
H -4.475 0.381 -3.287
H -5.709 -0.685 -2.642
H -4.729 -4.113 0.398
H -3.522 -5.077 2.606
H -1.414 -5.980 3.551
H 0.589 -6.167 2.140
H 0.537 -5.265 -0.232
C 1.535 -4.640 -5.235
S 1.105 -3.877 -3.695
C -0.633 -4.238 -3.646
O 1.700 -4.738 -2.630
H 1.575 -5.680 -5.014
H 2.553 -4.283 -5.473
H 0.799 -4.411 -6.014
H -1.156 -3.695 -4.455
H -1.083 -3.948 -2.676
H -0.601 -5.330 -3.754
C 1.476 -0.147 6.060
C 0.395 -1.264 6.117
C 0.068 -1.843 4.744
S -1.278 -0.951 3.778
O -1.225 0.525 4.069
C -2.817 -1.624 4.617
C -3.748 -0.470 5.013
C -4.726 -0.220 3.857
H 1.779 0.149 7.085
H 1.078 0.751 5.543
H 2.393 -0.368 5.484
H -0.495 -0.772 6.523
H 0.631 -2.048 6.840
H -0.308 -2.907 4.813
H 0.930 -1.684 4.127
H -2.474 -2.255 5.462
H -3.254 -2.262 3.838
H -3.153 0.409 5.259
H -4.245 -0.721 5.961
H -4.191 0.089 2.993
H -5.417 0.577 4.158
H -5.327 -1.119 3.722
```

Record 4
Formula: C32H56InN3S3SbSi
Source: the Open Molecules 2025 dataset
Level of theory: the ωB97M-V functional and the def2-TZVPD basis

The charge is -1. As for the orbital gap: 5.1 eV. The value obtained for the energy above the lowest of the compared OMol25 structures with the same formula, charge and spin is 203.5 kJ/mol. For the HOMO energy, the calculation gives -2.757 eV. The value obtained for the LUMO energy is 2.34 eV.

```
97
C32H56InN3S3SbSi (the ωB97M-V functional and the def2-TZVPD basis)
In -1.602 0.990 0.334
S -2.657 5.539 0.300
C -2.139 3.993 0.181
S -0.678 3.348 0.985
S -3.090 2.735 -0.583
C -0.579 3.624 -4.866
C 0.535 3.854 -3.787
C 1.735 4.416 -4.574
C 0.052 4.828 -2.791
Sb 0.804 1.923 -2.828
C 1.360 0.515 -4.523
C 2.087 1.191 -5.709
C 0.034 -0.145 -4.915
C 2.333 -0.599 -4.027
C 2.751 1.984 -1.677
C 3.900 2.289 -2.608
C 2.911 0.726 -0.815
C 2.612 3.160 -0.652
H -0.952 4.577 -5.203
H -1.554 3.116 -4.589
H -0.267 3.066 -5.702
H 1.462 5.413 -4.928
H 1.831 3.817 -5.475
H 2.685 4.517 -4.028
H -0.280 5.749 -3.327
H 0.722 5.049 -1.986
H -0.892 4.473 -2.283
H 1.370 1.849 -6.192
H 2.410 0.379 -6.351
H 3.012 1.660 -5.514
H -0.670 0.610 -5.260
H -0.428 -0.410 -3.915
H 0.063 -0.921 -5.746
H 3.361 -0.313 -3.594
H 2.502 -1.412 -4.693
H 1.875 -1.166 -3.189
H 4.117 1.423 -3.218
H 4.801 2.405 -1.923
H 3.820 3.044 -3.327
H 2.815 -0.162 -1.438
H 2.234 0.639 -0.029
H 3.947 0.573 -0.392
H 2.819 4.061 -1.137
H 3.384 3.155 0.162
H 1.618 3.030 -0.220
C 0.749 -4.604 -0.833
Si -0.499 -3.214 -0.562
C -2.123 -3.629 -1.352
C -0.378 -1.553 1.509
C 0.007 -1.412 -1.004
H 0.522 -5.566 -0.351
H 1.819 -4.359 -0.783
H 0.681 -4.883 -1.907
H -2.407 -4.690 -1.176
H -2.091 -3.440 -2.428
H -2.814 -2.959 -0.899
H -1.825 -3.105 1.388
H -0.858 -1.094 2.353
H 0.748 -1.454 1.641
H -0.399 -1.230 -2.022
H 1.200 -1.329 -1.059
C -0.321 0.963 6.129
C -0.139 2.044 5.026
N -1.029 1.745 3.915
C -1.955 0.761 3.738
N -2.520 0.579 2.578
C -3.595 -0.360 2.472
C -3.483 -1.564 3.346
C -3.279 -1.031 4.795
N -2.198 0.032 4.868
C -1.798 0.535 6.158
H 0.010 1.242 7.156
H 0.178 0.090 5.744
H 0.897 2.155 4.618
H -0.434 3.019 5.431
H -0.989 2.367 3.074
H -3.782 -0.653 1.405
H -4.489 0.151 2.791
H -2.576 -2.049 3.111
H -4.287 -2.257 3.384
H -2.928 -1.844 5.434
H -4.158 -0.644 5.292
H -1.785 -0.267 6.927
H -2.431 1.351 6.501
C -0.851 -0.923 0.189
C -0.743 -3.025 1.272
C -0.195 -4.023 2.284
C -0.775 -5.269 2.289
C -0.657 -6.197 3.311
C 0.112 -5.918 4.376
C 0.804 -4.712 4.365
C 0.675 -3.789 3.353
H -1.538 -5.466 1.535
H -1.125 -7.206 3.113
H 0.245 -6.657 5.164
H 1.424 -4.416 5.109
H 1.212 -2.832 3.283
```